1.
# C12H16N2O

2 unconnected molecules or ions with the total composition C12H16N2O in a non-equilibrium geometry (ωB97M-V with the def2-TZVPD basis set, the Open Molecules 2025 dataset).

Summary:
Gap between HOMO and LUMO (eV): 8.988
Structure (SMILES): CCc1c[nH]cn1.Cc1ccc(O)cc1
Lowest unoccupied orbital energy (eV): 0.46
Strongest force on any atom (Eh/bohr): 0.094
Electronic energy (Eh): -651.49569

Geometry as XYZ:
```
31
Properties=species:S:1:pos:R:3:forces:R:3
C -2.01828 1.04943 -1.47291 -1.0 1.1 1.5
H 1.11439 1.29939 -2.73157 -2.2 1.2 0.5
C -0.91722 0.60394 -2.22151 -0.9 0.0 -0.6
C -1.60026 -1.63328 -1.66783 -0.1 0.2 -2.7
H 2.72731 -2.10840 -0.36521 0.6 0.7 -0.4
H -2.44671 2.08471 -1.29904 1.8 -0.6 -0.6
H -0.46558 -0.05332 2.90998 0.4 -0.1 -0.5
H -1.56597 -2.68320 -1.91897 0.1 -0.3 0.3
H 0.58867 -0.18132 0.07051 -2.5 -0.3 -1.5
H -0.10882 1.86511 -3.80974 -0.7 0.3 -2.0
C -0.01539 1.66181 -2.79573 2.1 -1.7 1.5
H -3.50665 0.35811 0.00936 -1.8 1.6 1.0
C 1.48902 0.51509 1.75233 0.4 -1.3 -0.1
C -0.75215 -0.78241 -2.39565 -1.4 1.2 1.3
H -0.32518 2.52370 -2.22284 1.0 0.7 0.0
H -3.35903 -2.22973 0.35393 -1.1 -0.3 -2.4
H 1.42785 -2.62976 0.55523 0.2 1.2 0.3
C -2.84580 0.19654 -0.76714 0.7 -3.2 -1.7
C 1.53611 -0.23378 0.44199 2.6 -2.0 2.0
H -0.13292 -1.12142 -3.19634 0.9 -0.5 0.1
C -2.75827 -1.17860 -1.04404 3.9 1.5 -0.7
C 2.17393 -1.78526 0.49888 -1.7 0.9 1.4
O -3.55920 -2.15631 -0.65464 -1.4 -1.2 4.5
N 1.04577 1.25573 3.72976 0.5 -1.1 1.8
H 3.14809 2.28624 3.99926 -2.4 -1.6 -1.1
C 2.37160 1.62200 3.38499 -0.7 1.9 0.7
H 2.78257 -1.82709 1.43052 -0.2 -0.1 -0.8
H 2.21109 0.32536 -0.13583 0.7 0.7 -1.2
C 0.53136 0.34253 2.74321 2.7 3.4 0.5
N 2.60527 1.34885 2.13648 -1.7 -2.3 0.1
H 0.62442 1.26531 4.68258 0.9 0.2 -1.2
```
Forces are in eV/Å.

---

2.
# C34H32N2O2

2 unconnected molecules or ions with the total composition C34H32N2O2 in a non-equilibrium geometry (ωB97M-V with the def2-TZVPD basis set, the Open Molecules 2025 dataset).

Summary:
Gap between HOMO and LUMO (eV): 4.246
Lowest unoccupied orbital energy (eV): -1.49
Strongest force on any atom (Eh/bohr): 0.077
Electronic energy (Eh): -1574.67790

Geometry as XYZ:
```
70
Properties=species:S:1:pos:R:3:forces:R:3
C 1.33598 -1.99388 3.66866 -0.6 1.2 -2.3
C -1.52711 -3.77340 -1.24550 0.0 0.1 -0.2
C 3.12896 -2.54520 -0.56185 -0.5 0.3 0.5
H -1.03660 -4.49083 -0.58471 -0.1 0.2 -0.3
N 2.08611 -3.09971 3.41688 0.8 -0.9 -0.4
H 0.11693 -0.66171 -0.09959 -0.1 0.2 -1.3
H 1.73085 5.48788 0.35889 0.0 -0.1 0.2
H 2.03738 2.36665 -2.86454 0.1 0.0 0.3
C -3.77661 0.65236 -1.52559 -1.0 0.1 0.2
H 3.51957 0.47704 -3.30759 0.1 0.0 0.2
C -2.64406 -0.18253 -1.13791 1.7 0.1 1.1
C -4.62499 2.86604 -1.99900 -0.2 -0.3 0.0
H 3.50437 -5.00037 1.84449 0.0 0.1 -0.4
C 0.42284 1.36180 -1.02573 -0.5 1.0 0.5
C -1.84307 -4.11199 -2.57146 -0.1 0.1 0.1
C 1.82390 5.23731 1.42546 0.2 0.4 -0.1
C 0.88660 -1.66317 5.03102 -0.4 0.1 0.4
H -2.62879 2.45446 -1.26094 -0.2 -0.1 -0.1
C 2.03161 1.52061 2.09443 -0.4 -0.1 -0.2
C 2.50016 -3.12225 2.07990 -0.2 0.3 0.4
C 3.45459 -3.80525 -0.00812 -0.1 0.1 0.5
C -1.81256 -2.49627 -0.76157 -0.3 0.0 -0.5
C 0.65670 1.15788 2.08144 0.4 0.9 0.2
C -5.02777 0.09845 -1.87622 0.3 0.4 0.1
C 2.03381 -1.92776 1.49166 -0.3 -0.5 0.6
H 0.06081 -2.31449 5.34879 0.1 0.2 0.0
C -2.87212 -1.95293 -2.89065 0.3 0.0 0.2
C -2.48427 -1.57146 -1.58549 -0.1 -0.6 -0.5
H -6.67771 2.97000 -2.67559 0.2 -0.2 0.1
H -1.54773 -2.21386 0.25793 0.0 -0.1 -0.3
C 2.54708 1.89272 -2.01642 -0.6 -0.1 0.4
H -1.37392 1.89698 2.00442 0.3 0.2 -0.1
C 0.27487 -0.20851 2.10764 -1.4 1.5 -0.2
H 4.55840 1.79874 -2.75980 -0.1 0.0 0.0
H -7.03778 0.49929 -2.53027 0.2 0.2 0.1
H 2.78735 0.74916 2.26278 -0.2 0.2 -0.2
H 2.33110 -3.80528 4.10997 -0.1 0.5 -0.4
H -5.17027 -0.98113 -1.82516 0.0 0.3 0.0
C 0.06380 3.49914 1.82523 0.0 -0.1 0.0
N -1.65455 0.40539 -0.51238 -3.5 1.1 -1.1
H -4.43685 3.93226 -2.09692 -0.2 -0.1 0.1
H 3.92855 -4.56482 -0.63342 0.0 0.3 0.3
C -5.86784 2.31745 -2.34706 0.2 -0.1 0.1
H -2.74766 -3.44719 -4.43898 0.1 0.0 0.5
C -6.07320 0.93362 -2.26256 0.2 0.2 -0.1
H -0.78761 -0.46053 2.07628 0.1 0.3 0.3
C 1.42076 3.82917 1.70501 0.2 -0.2 -0.1
C -0.32091 2.18656 1.96673 0.1 -0.1 0.5
C 2.39881 2.83138 1.82398 -0.4 0.3 0.3
H 2.20749 -0.59172 -0.15415 0.1 -0.6 -0.2
C 3.76330 1.11641 -2.45197 0.1 -0.2 -0.2
H 2.78697 2.65331 -1.25924 -0.2 -0.2 -0.2
H 4.13784 0.48008 -1.64371 0.0 0.2 -0.1
H 0.55004 -0.62337 5.02887 0.0 -0.2 0.2
H -1.58106 -5.09131 -2.97305 0.0 0.2 0.2
H -3.40530 -1.23778 -3.52147 0.2 -0.2 0.2
C 1.16774 -1.26383 2.45654 1.8 -2.2 1.1
H 2.86903 5.37958 1.71536 -0.1 0.2 -0.1
C -0.38020 0.26821 -0.39814 3.0 -2.5 0.5
C 3.18973 -4.08241 1.34730 0.2 0.1 -0.5
O 0.01952 2.50174 -1.21078 0.4 -1.1 0.0
C -2.51314 -3.20164 -3.39792 0.0 0.2 0.3
C -3.59619 2.04425 -1.55239 -0.2 0.0 -0.3
H 1.19556 5.94595 1.97458 0.1 0.0 0.0
H -0.68299 4.29720 1.77593 0.2 -0.3 0.0
O 1.63271 0.92271 -1.41073 0.4 0.4 -0.2
C 2.42157 -1.60005 0.19833 0.5 -0.2 -0.5
H 1.70564 -1.77201 5.76045 -0.3 0.1 -0.3
H 3.45363 3.11379 1.73356 -0.4 -0.2 0.1
H 3.39016 -2.28690 -1.59392 0.0 -0.3 0.4
```
Forces are in eV/Å.

---

3.
# C4H11O3

A molecular structure, C4H11O3 in a non-equilibrium geometry (ωB97M-V with the def2-TZVPD basis set, the Open Molecules 2025 dataset).

Summary:
Gap between HOMO and LUMO (eV): 5.959
Charge: -1
Lowest unoccupied orbital energy (eV): 1.92
Strongest force on any atom (Eh/bohr): 0.106
Electronic energy (Eh): -384.53429

Geometry as XYZ:
```
18
Properties=species:S:1:pos:R:3:forces:R:3
O -3.97088 -0.89025 0.90980 0.3 -0.7 -0.8
H -3.83599 -1.73294 0.39889 -0.3 1.3 0.7
O 3.70220 0.66648 -0.58906 -0.2 0.4 1.0
H 1.10320 1.36465 -0.20544 0.7 0.2 -0.8
H -1.23560 -0.23577 0.75631 1.8 0.5 -1.4
C -0.54900 -0.21879 -0.20470 0.1 -1.9 1.2
C 0.93822 0.30956 -0.13459 -2.4 -2.4 4.3
H 3.99610 -0.73350 0.89476 0.1 0.9 0.5
H 1.58763 -0.39995 -0.73491 1.1 -0.5 -2.4
H -3.92750 0.05382 -0.15767 0.8 -1.3 -0.8
C 1.94822 -0.44210 0.57369 0.1 1.0 1.1
H 1.89111 -1.53505 0.98100 -0.7 1.9 -1.2
C 3.40951 0.20920 0.63903 -0.7 -2.2 -1.7
H -0.52373 -1.38808 -0.43804 -0.2 2.7 -0.1
H 3.34683 0.89894 1.50876 0.2 0.1 0.0
O -3.69879 0.56896 -1.13999 0.1 -1.4 0.9
H -4.04284 1.36779 -0.80965 -0.6 2.2 0.0
H -1.10110 0.43129 -0.88054 -0.2 -0.7 -0.4
```
Forces are in eV/Å.

---

4.
# C19H20N2O6S

C19H20N2O6S in the gas phase in a non-equilibrium geometry (ωB97M-V with the def2-TZVPD basis set, the Open Molecules 2025 dataset).

Summary:
Gap between HOMO and LUMO (eV): 8.517
Structure (SMILES): COC(=O)c1cc2sccc2n1CC(=O)Nc1ccc(OC)c(OC)c1OC
Lowest unoccupied orbital energy (eV): 0.70
Strongest force on any atom (Eh/bohr): 0.020
Electronic energy (Eh): -1695.13639

Geometry as XYZ:
```
48
Properties=species:S:1:pos:R:3:forces:R:3
H 2.98822 2.84140 -2.65354 0.0 0.0 0.1
H 6.97276 1.64401 -0.73904 0.0 0.0 0.1
C -4.37454 -1.87573 -1.30343 -0.1 -0.3 -0.2
H -1.91536 -0.77013 -2.30597 0.0 0.1 0.1
C -1.66751 -0.07967 -1.49520 0.4 -0.2 0.0
H 5.51553 -3.30648 1.88958 0.0 0.0 0.0
H -4.58449 1.46003 1.75805 0.0 0.2 0.1
N 0.66414 -0.16865 -0.87224 0.3 0.3 -0.4
C -2.99342 1.05969 0.29851 -0.6 0.0 0.4
O 5.37322 0.45599 -0.93946 -0.4 -0.5 -0.1
C 3.30041 -1.72685 1.20714 0.3 0.0 0.0
C -0.54555 -0.71640 -0.64600 -0.3 0.2 -0.4
H 5.36473 -1.98536 3.08447 0.0 0.0 0.0
H 1.17439 -1.94571 1.09633 0.0 0.0 0.0
O -2.38304 2.89132 1.56858 -0.3 -0.3 -0.1
H -0.51698 3.52502 2.19981 -0.1 0.1 0.0
H 7.15779 0.05762 0.05124 -0.1 0.1 0.0
H -6.16824 -3.10162 -1.11556 -0.1 -0.2 -0.1
C 6.46686 0.87798 -0.14974 0.4 0.2 0.1
H -1.35099 0.87990 -1.90663 -0.1 -0.2 0.0
N -2.83718 0.10205 -0.68418 0.0 0.2 0.0
H 3.38722 -2.45752 1.99331 0.1 -0.1 0.1
C -5.57612 -2.26316 -0.80531 0.0 0.2 0.2
C -4.77348 -0.26730 0.37331 0.0 -0.5 -0.5
H -1.32630 4.58778 1.03001 0.0 0.0 0.1
O -0.78694 -1.62810 0.11452 -0.1 -0.2 0.1
C -1.48158 3.93577 1.89267 0.4 0.2 -0.1
C -4.20102 0.85700 0.96122 0.6 0.2 -0.2
H 6.94552 -2.35132 2.35097 -0.1 0.0 0.0
H -1.93880 4.48714 2.71023 0.0 0.0 0.0
H 0.73481 0.63169 -1.48821 -0.2 -0.1 0.1
C 2.04276 -1.44534 0.70424 -0.1 0.1 -0.1
H 3.80370 2.66376 -1.08050 0.0 0.0 0.0
H 6.13517 1.30931 0.79790 0.0 0.0 0.0
S -6.18273 -1.26474 0.47967 0.3 0.0 -0.2
C 4.30084 -0.15284 -0.33274 0.1 0.1 0.0
O 5.70274 -1.38551 1.12557 -0.2 0.3 -0.4
H -3.85927 -2.39303 -2.09174 0.1 -0.1 -0.1
C -3.90358 -0.72670 -0.63087 -0.7 0.4 0.7
C 1.89590 -0.51738 -0.30799 0.3 -0.1 0.1
O 2.75083 1.03714 -1.83044 0.0 -0.6 0.2
C 3.57398 2.16833 -2.02680 0.2 0.4 -0.2
C 4.43032 -1.10745 0.69789 0.0 0.0 0.1
O -0.98262 2.27092 -0.07694 -0.1 0.0 0.1
H 4.50259 1.90629 -2.53613 -0.1 0.1 0.1
C -2.01349 2.09951 0.54370 0.3 0.3 0.0
C 5.87206 -2.31078 2.17067 0.0 -0.1 0.1
C 3.02668 0.14913 -0.82123 0.0 -0.1 0.1
```
Forces are in eV/Å.

---

These records have relative energy (zero: lowest compared OMol25 entry of this formula, charge and spin) values of 4.024 2.189 5.968 1.673 eV, in the order they appear.